Density functional theory data (ωB97M-V/def2-TZVPD) for a structure of composition C40H42F3MoN2P2Si2.

Summary:
**Expectation value of S²**: 2.029
**Total charge**: +1
**Multiplicity**: 3
**Molar mass**: 821.84 g mol⁻¹
**Calculated total energy**: -89480.050 eV
**HOMO (alpha / beta)**: -0.392 / -0.410 Eh

Structure (XYZ):
```
92
C40H42F3MoN2P2Si2 | the Open Molecules 2025 dataset | ωB97M-V/def2-TZVPD
Mo 0.107 0.587 -0.262
C 3.503 0.342 -1.753
Si 3.468 0.769 0.067
C 3.637 2.604 0.381
C 4.761 -0.199 1.012
N 1.818 0.325 0.605
P 1.137 -0.097 2.096
C -0.492 0.142 1.687
P -1.724 -0.885 1.063
N -1.667 -0.403 -0.500
Si -2.785 -0.517 -1.872
C -1.810 -1.144 -3.346
C -3.562 1.153 -2.183
C -4.136 -1.751 -1.459
C -1.342 -2.649 1.148
C -1.365 -3.307 2.379
C -1.054 -4.653 2.454
C -0.725 -5.356 1.300
C -0.699 -4.708 0.075
C -1.004 -3.355 -0.001
C -3.310 -0.669 1.872
C -4.227 -1.711 2.000
C -5.454 -1.476 2.599
C -5.773 -0.206 3.062
C -4.863 0.835 2.933
C -3.631 0.603 2.344
C 1.767 1.017 3.352
C 1.092 2.221 3.547
C 1.593 3.162 4.432
C 2.766 2.899 5.125
C 3.439 1.698 4.938
C 2.943 0.754 4.053
C 1.658 -1.759 2.528
C 1.490 -2.189 3.846
C 1.852 -3.476 4.204
C 2.373 -4.339 3.247
C 2.523 -3.920 1.933
C 2.162 -2.630 1.571
H 4.443 0.674 -2.201
H 2.691 0.828 -2.300
H 3.424 -0.736 -1.914
H 4.606 2.978 0.043
H 3.546 2.828 1.447
H 2.861 3.163 -0.148
H 5.719 -0.048 0.504
H 4.572 -1.273 1.034
H 4.886 0.157 2.036
H -0.896 -0.570 -3.501
H -2.416 -1.065 -4.254
H -1.540 -2.196 -3.232
H -2.827 1.920 -2.422
H -4.125 1.483 -1.306
H -4.267 1.082 -3.017
H -3.743 -2.736 -1.190
H -4.751 -1.885 -2.355
H -4.799 -1.410 -0.663
H -1.635 -2.766 3.280
H -1.074 -5.159 3.411
H -0.492 -6.411 1.359
H -0.448 -5.252 -0.826
H -0.982 -2.850 -0.956
H -3.989 -2.702 1.634
H -6.163 -2.286 2.704
H -6.732 -0.027 3.530
H -5.111 1.823 3.298
H -2.907 1.405 2.258
H 0.171 2.407 3.007
H 1.069 4.096 4.584
H 3.156 3.632 5.819
H 4.349 1.494 5.487
H 3.470 -0.181 3.914
H 1.090 -1.515 4.594
H 1.731 -3.804 5.228
H 2.662 -5.344 3.528
H 2.922 -4.596 1.189
H 2.276 -2.301 0.546
F 1.133 6.011 -8.089
C 0.508 4.829 -8.139
F -0.701 5.034 -8.688
F 1.193 4.045 -8.990
C 0.389 4.184 -6.786
C 0.917 4.789 -5.656
C 0.800 4.162 -4.427
C 0.153 2.929 -4.328
C -0.380 2.331 -5.475
C -0.260 2.958 -6.699
C 0.036 2.273 -3.065
C -0.073 1.640 -2.026
H 1.416 5.743 -5.738
H 1.206 4.623 -3.537
H -0.882 1.376 -5.393
H -0.671 2.501 -7.590
```

---

Density functional theory data (ωB97M-V/def2-TZVPD) for a structure of composition C40H42GeN5O3PtSTe.

Summary:
**Expectation value of S²**: 2.010
**Total charge**: -1
**Multiplicity**: 3
**Molar mass**: 1068.16 g mol⁻¹
**Calculated total energy**: -133643.549 eV
**HOMO (alpha / beta)**: -0.047 / -0.147 Eh

Structure (XYZ):
```
94
C40H42GeN5O3PtSTe | the Open Molecules 2025 dataset | ωB97M-V/def2-TZVPD
Pt -22.162 -3.486 4.324
O -25.339 -2.622 4.684
C -24.621 -1.678 4.169
O -23.361 -1.606 4.211
C -25.395 -0.565 3.475
C -24.436 0.519 2.899
Ge -23.853 1.940 4.053
C -25.347 2.824 4.974
C -25.159 3.894 5.824
C -26.242 4.678 6.136
C -27.532 4.431 5.700
C -27.741 3.264 4.998
C -26.654 2.590 4.459
C -22.539 1.256 5.276
C -22.765 1.106 6.622
C -21.853 0.525 7.474
C -20.758 -0.106 6.897
C -20.450 0.164 5.571
C -21.355 0.780 4.745
C -23.018 3.232 2.861
C -23.687 3.776 1.792
C -23.030 4.529 0.827
C -21.669 4.797 0.885
C -21.018 4.340 2.027
C -21.616 3.490 2.936
H -26.037 -0.209 4.291
H -26.062 -0.909 2.727
H -24.910 1.097 2.093
H -23.555 -0.021 2.480
H -24.258 4.202 6.209
H -25.990 5.610 6.603
H -28.335 5.098 6.025
H -28.702 2.870 4.738
H -26.781 1.853 3.690
H -23.766 1.497 7.057
H -21.970 0.447 8.579
H -20.055 -0.701 7.509
H -19.514 -0.141 5.141
H -21.205 0.923 3.680
H -24.797 3.655 1.586
H -23.583 4.754 -0.081
H -21.187 5.330 0.122
H -20.020 4.757 2.271
H -21.030 3.110 3.773
C -22.572 -7.880 1.862
N -23.729 -8.325 2.693
C -23.365 -9.175 3.784
C -24.910 -7.578 2.605
S -24.902 -5.931 2.295
N -26.020 -8.324 2.786
C -26.101 -9.766 2.514
C -27.292 -7.565 2.713
H -22.113 -8.746 1.393
H -21.870 -7.458 2.528
H -22.921 -7.119 1.107
H -23.980 -10.056 3.893
H -23.355 -8.703 4.727
H -22.319 -9.470 3.660
H -25.117 -10.186 2.310
H -26.772 -9.851 1.683
H -26.612 -10.283 3.318
H -27.301 -6.745 3.470
H -28.055 -8.296 3.079
H -27.507 -7.122 1.773
O -20.621 -0.544 2.074
C -20.779 -1.438 2.847
N -20.920 -2.297 3.672
Te -24.337 -4.599 5.135
C -24.263 -3.967 7.163
C -24.503 -4.982 8.122
C -24.639 -4.649 9.474
C -24.430 -3.344 9.960
C -24.133 -2.378 8.997
C -24.098 -2.641 7.621
H -24.455 -6.050 7.798
H -24.856 -5.451 10.157
H -24.545 -3.024 10.994
H -23.935 -1.375 9.368
H -23.964 -1.731 6.990
N -19.429 -6.564 3.680
C -20.101 -5.436 3.428
N -20.897 -5.061 4.456
C -20.652 -5.968 5.509
C -21.163 -6.075 6.762
C -20.855 -7.221 7.493
C -20.004 -8.202 6.965
C -19.471 -8.116 5.672
C -19.785 -6.937 5.006
H -18.588 -6.853 3.173
H -19.927 -4.879 2.530
H -21.682 -5.253 7.239
H -21.125 -7.348 8.568
H -19.997 -9.166 7.476
H -18.646 -8.737 5.338
```

---

Density functional theory data (ωB97M-V/def2-TZVPD) for a structure of composition C40H42N5O2PSTeTl.

Summary:
**Expectation value of S²**: 0.756
**Total charge**: +2
**Multiplicity**: 2
**Molar mass**: 1019.83 g mol⁻¹
**Calculated total energy**: -85805.450 eV
**HOMO (alpha / beta)**: -0.463 / -0.463 Eh

Structure (XYZ):
```
93
C40H42N5O2PSTeTl | the Open Molecules 2025 dataset | ωB97M-V/def2-TZVPD
Tl -21.354 -8.945 -1.193
S -15.000 -6.551 -5.772
N -15.071 -6.955 -4.198
C -16.250 -7.478 -3.940
C -16.740 -7.981 -2.730
C -15.918 -8.061 -1.584
C -16.467 -8.336 -0.286
C -17.823 -8.628 -0.308
N -18.625 -8.629 -1.377
C -18.112 -8.261 -2.601
C -18.960 -8.356 -3.769
N -20.241 -8.675 -3.601
C -21.005 -8.702 -4.709
C -20.587 -8.338 -5.985
C -19.256 -7.986 -6.147
C -18.431 -8.073 -5.027
C -17.104 -7.574 -5.104
N -16.508 -7.025 -6.146
H -14.868 -7.866 -1.638
H -15.846 -8.459 0.555
H -18.360 -8.845 0.624
H -22.019 -8.949 -4.481
H -21.356 -8.260 -6.769
H -18.872 -7.537 -7.069
C -20.905 -14.155 -0.631
P -21.668 -12.712 -1.488
C -23.366 -13.236 -2.060
C -20.786 -12.502 -3.078
O -21.663 -11.449 -0.649
H -21.125 -15.078 -1.221
H -21.413 -14.213 0.279
H -19.808 -14.122 -0.588
H -23.517 -14.252 -2.370
H -23.587 -12.665 -2.971
H -24.092 -12.925 -1.316
H -20.324 -13.432 -3.377
H -20.023 -11.692 -3.063
H -21.542 -12.229 -3.835
C -27.423 -12.694 5.366
C -26.635 -11.731 4.548
C -26.463 -10.387 4.896
C -25.670 -9.533 4.057
C -25.606 -8.051 4.422
C -25.097 -10.034 2.875
Te -23.942 -8.706 1.572
N -24.740 -5.372 -1.411
C -24.130 -5.799 -2.381
O -23.615 -6.229 -3.368
C -25.413 -4.191 -0.994
C -24.998 -2.916 -1.364
C -25.701 -1.806 -0.861
C -26.751 -1.978 0.028
C -27.230 -3.268 0.303
C -26.523 -4.358 -0.142
C -22.040 -8.314 2.611
C -21.216 -9.406 2.954
C -21.669 -10.826 2.803
C -19.918 -9.186 3.384
C -19.468 -7.916 3.663
C -18.222 -7.721 4.463
C -20.269 -6.846 3.298
C -21.526 -6.985 2.754
C -22.369 -5.859 2.273
C -25.304 -11.385 2.577
C -24.868 -11.974 1.291
C -26.106 -12.203 3.369
H -26.763 -13.308 5.987
H -28.048 -13.352 4.767
H -28.087 -12.068 5.929
H -26.880 -10.005 5.803
H -26.004 -7.890 5.427
H -26.195 -7.432 3.720
H -24.544 -7.703 4.391
H -24.075 -2.812 -1.928
H -25.312 -0.835 -1.147
H -27.084 -1.125 0.560
H -28.123 -3.399 0.906
H -26.817 -5.403 0.110
H -22.044 -11.097 1.816
H -22.454 -11.082 3.522
H -20.807 -11.449 2.964
H -19.280 -10.045 3.579
H -18.393 -7.629 5.547
H -17.688 -6.804 4.144
H -17.534 -8.549 4.247
H -19.857 -5.830 3.353
H -23.301 -5.754 2.847
H -22.741 -6.032 1.243
H -21.874 -4.892 2.321
H -24.804 -11.255 0.490
H -25.580 -12.765 1.014
H -23.869 -12.484 1.410
H -26.352 -13.195 3.004
```